Here is C45H92F8N10O20S8 as an isolated structure at a distorted geometry from OMol25. Energies are from the ωB97M-V functional and the def2-TZVPD basis.

## Properties
Charge   +2
Kohn-Sham gap   7.0 eV
F_max   0.12954 Eh/bohr
Highest occupied orbital energy   -12.9 eV

Geometry (Å):
C -2.11 7.38 -0.26
C -2.75 6.29 -1.13
C -2.02 4.88 -0.90
C -2.82 3.75 -1.54
C -4.18 3.66 -0.84
C -5.05 4.88 -1.01
N -4.21 6.18 -0.84
O -4.75 7.14 -0.39
C -6.13 4.95 0.04
C -5.68 4.98 -2.42
C -2.73 6.66 -2.59
H -2.23 7.20 0.81
H -2.51 8.37 -0.50
H -1.03 7.34 -0.49
H -2.05 4.74 0.17
H -1.00 4.98 -1.23
H -2.29 2.78 -1.44
H -2.88 3.88 -2.59
H -3.98 3.60 0.23
H -4.76 2.80 -1.21
H -6.71 5.83 0.01
H -5.74 4.87 1.05
H -6.95 4.22 -0.05
H -6.31 5.88 -2.42
H -6.39 4.15 -2.66
H -4.95 4.93 -3.28
H -3.12 7.62 -2.69
H -3.30 6.05 -3.26
H -1.69 6.60 -2.88
C -7.67 -3.43 1.91
C -6.91 -3.72 0.62
N -5.62 -4.54 0.89
C -6.02 -5.90 1.33
C -4.86 -4.55 -0.43
C -3.58 -5.38 -0.42
C -4.78 -3.82 1.90
C -4.34 -2.41 1.63
O -3.93 -1.89 2.87
C -3.22 -0.63 2.66
H -8.58 -2.89 1.64
H -7.08 -2.84 2.64
H -7.99 -4.31 2.44
H -6.67 -2.80 0.07
H -7.51 -4.30 -0.07
H -5.93 -6.58 0.45
H -7.09 -5.82 1.59
H -5.31 -6.17 2.15
H -4.64 -3.55 -0.77
H -5.52 -4.93 -1.18
H -3.28 -5.76 -1.33
H -3.58 -6.31 0.11
H -2.72 -4.81 -0.03
H -3.94 -4.45 2.16
H -5.40 -3.74 2.83
H -5.15 -1.74 1.23
H -3.51 -2.36 0.86
H -3.88 0.12 2.30
H -2.30 -0.77 2.03
H -2.79 -0.43 3.66
C 2.83 0.68 -1.39
C 1.49 0.21 -1.91
N 1.22 -1.25 -1.79
C 2.36 -2.10 -2.21
C 1.00 -1.62 -0.39
C -0.22 -1.03 0.30
C 0.11 -1.58 -2.75
C -0.54 -2.93 -2.60
O 0.31 -3.91 -3.22
C -0.16 -5.22 -2.98
H 2.96 1.73 -1.61
H 3.62 0.08 -1.88
H 2.96 0.62 -0.29
H 1.48 0.47 -2.96
H 0.74 0.78 -1.38
H 2.01 -3.14 -2.09
H 3.22 -2.00 -1.48
H 2.72 -1.93 -3.18
H 1.93 -1.36 0.16
H 0.88 -2.70 -0.39
H -0.21 0.06 0.31
H -0.18 -1.52 1.32
H -1.11 -1.31 -0.21
H 0.68 -1.59 -3.65
H -0.63 -0.81 -2.76
H -1.52 -2.95 -3.02
H -0.73 -3.20 -1.53
H -0.35 -5.31 -1.90
H 0.60 -5.82 -3.41
H -1.12 -5.38 -3.49
C 6.34 6.31 -3.32
C 7.17 5.01 -3.30
N 6.41 3.75 -3.29
C 7.40 2.66 -3.49
C 5.70 3.60 -1.89
C 6.61 3.45 -0.69
C 5.41 3.58 -4.45
C 5.87 4.05 -5.83
O 6.73 3.09 -6.38
C 6.91 3.27 -7.81
H 5.64 6.32 -4.10
H 6.89 7.20 -3.51
H 5.84 6.56 -2.35
H 7.73 5.00 -2.34
H 7.85 4.89 -4.10
H 8.30 2.90 -2.90
H 7.63 2.59 -4.56
H 7.11 1.71 -3.11
H 5.10 2.64 -2.02
H 4.97 4.35 -1.71
H 7.42 2.79 -0.83
H 6.01 2.96 0.14
H 7.07 4.41 -0.34
H 4.50 4.19 -4.22
H 5.08 2.50 -4.39
H 6.32 5.09 -5.65
H 4.99 4.29 -6.51
H 7.69 2.60 -8.08
H 7.29 4.26 -8.07
H 6.00 3.04 -8.41
C 6.61 -3.11 5.58
N 5.13 -2.99 5.64
C 4.36 -3.67 4.74
C 3.01 -3.60 4.77
C 2.43 -2.82 5.81
C 3.24 -2.03 6.61
C 4.59 -2.19 6.60
C 0.94 -2.89 6.15
C 0.06 -2.18 5.31
C -1.31 -2.28 5.51
N -1.78 -3.11 6.51
C -0.95 -3.82 7.24
C 0.39 -3.80 7.08
C -3.17 -3.23 6.66
H 6.83 -4.20 5.41
H 7.10 -2.88 6.47
H 6.91 -2.57 4.72
H 4.96 -4.35 4.09
H 2.38 -4.20 4.08
H 2.85 -1.26 7.26
H 5.26 -1.80 7.28
H 0.44 -1.56 4.50
H -2.04 -1.87 4.82
H -1.44 -4.52 7.86
H 0.94 -4.49 7.72
H -3.59 -3.57 5.72
H -3.64 -2.37 7.05
H -3.44 -4.06 7.30
N 2.40 3.88 -3.41
S 1.77 2.90 -4.52
O 0.35 2.87 -4.34
O 2.49 1.65 -4.56
F 2.26 3.56 -5.85
S 1.86 4.10 -1.91
O 2.97 4.75 -1.21
O 1.20 3.09 -1.27
F 0.69 5.23 -2.13
N -1.61 -5.28 2.67
S -0.49 -4.33 2.28
O -0.33 -4.43 0.85
O 0.60 -4.37 3.25
F -1.11 -2.90 2.55
S -1.49 -6.12 4.08
O -1.73 -5.22 5.14
O -0.42 -7.06 4.17
F -2.83 -6.96 4.01
N -3.72 -1.61 -2.63
S -3.63 -0.18 -2.05
O -4.29 0.91 -2.68
O -2.26 0.02 -1.59
F -4.36 -0.43 -0.61
S -4.74 -2.18 -3.74
O -5.44 -1.11 -4.38
O -5.19 -3.43 -3.26
F -3.83 -2.67 -4.94
N 3.41 0.53 2.40
S 2.24 0.99 3.40
O 1.96 2.41 3.20
O 2.26 0.54 4.76
F 0.93 0.25 2.91
S 4.02 -0.95 2.49
O 3.03 -1.96 2.56
O 5.25 -1.05 3.32
F 4.55 -0.96 1.03